No. 1
93
Properties=species:S:1:pos:R:3:lowdin_charge:R:1 method="wB97M-V/def2-TZVPD" smiles="C=CC[C@]1(P(=O)(O)O)OC(=O)O[C@@]1([PH2]=N)B(O)OC.CC(C)=O.CC(C)=O.CC(C)=O.CC(C)=O.CC(C)=O.CC(C)=O" gap_ev=7.9054 lumo_energy_ha=0.0014 spin_multiplicity=1
C 1.30663 -2.33190 -2.53096 0.039
C 1.34837 -1.34204 -1.58938 -0.145
C 0.45956 -0.12422 -1.63915 -0.152
C 1.26921 1.20855 -1.53406 -0.374
P -0.00921 2.50432 -1.16370 0.484
O 0.28826 3.77808 -1.80628 -0.214
O -0.13886 2.56886 0.43222 -0.105
O -1.40917 1.95753 -1.66765 -0.110
O 1.88764 1.31618 -2.81956 0.110
C 3.17148 0.91425 -2.74203 -0.550
O 3.92459 0.83727 -3.65095 0.191
O 3.48916 0.60711 -1.45445 0.059
C 2.50967 1.21568 -0.62479 -0.345
P 2.21711 0.43108 1.04536 0.845
N 3.20329 -0.74269 1.38979 -0.271
B 3.12427 2.68795 -0.24736 -0.667
O 4.41135 2.97218 -0.64521 0.193
O 2.41711 3.57618 0.48656 0.012
C 3.16377 4.17901 1.56708 -0.023
H 0.44159 -2.96342 -2.70854 0.057
H 2.20059 -2.49372 -3.12688 0.059
H 2.07621 -1.43306 -0.78832 0.075
H -0.22502 -0.14778 -0.77599 0.094
H -0.10883 -0.13203 -2.55929 0.128
H -0.92668 2.07675 0.71403 0.072
H -1.78020 1.31762 -1.03567 0.039
H 0.89165 -0.04327 1.10396 0.024
H 2.29943 1.48054 1.97184 0.026
H 3.85064 -0.89470 0.62296 -0.016
H 4.46145 3.34633 -1.53097 0.133
H 3.79432 3.42637 2.03885 0.092
H 3.82646 4.96219 1.20643 0.098
H 2.47055 4.61492 2.27543 0.064
C 0.05351 -6.17224 -4.39093 -0.024
C 0.49681 -6.55473 -3.00080 -0.505
O 1.32687 -5.90935 -2.40401 0.060
C -0.13980 -7.77963 -2.38746 -0.025
H 0.58570 -5.28039 -4.70816 0.064
H 0.27526 -6.97855 -5.09101 0.086
H -1.01864 -5.96788 -4.40191 0.088
H 0.06779 -8.65668 -3.00258 0.083
H -1.21927 -7.64147 -2.31134 0.084
H 0.26772 -7.93899 -1.39192 0.080
C -5.32346 0.87258 1.29872 -0.008
C -4.24269 1.77452 0.76805 -0.456
O -3.22232 1.31837 0.28898 0.039
C -4.48239 3.25322 0.85424 -0.012
H -5.02611 -0.16651 1.17574 0.084
H -5.48633 1.07447 2.35805 0.089
H -6.25164 1.04715 0.75374 0.092
H -4.61380 3.54844 1.89347 0.080
H -5.37411 3.51529 0.29286 0.080
H -3.62765 3.78402 0.43674 0.090
C -0.82913 5.47909 4.60410 -0.020
C 0.37940 6.33207 4.30127 -0.492
O 1.15726 6.03454 3.42647 0.070
C 0.56942 7.57201 5.14045 -0.022
H -0.84531 4.62504 3.93092 0.077
H -0.78584 5.12099 5.63387 0.085
H -1.74154 6.06052 4.46336 0.083
H 0.67027 7.29998 6.19220 0.085
H -0.28592 8.23876 5.02201 0.085
H 1.46975 8.09044 4.82038 0.082
C 3.06254 -3.73348 2.59084 -0.046
C 2.46257 -5.10917 2.73929 -0.506
O 1.28099 -5.31118 2.57880 0.060
C 3.40760 -6.23319 3.10051 -0.031
H 2.28864 -3.02049 2.32947 0.049
H 3.52372 -3.42322 3.52992 0.084
H 3.81436 -3.73450 1.80110 0.082
H 3.88615 -6.02576 4.05888 0.081
H 4.17394 -6.33812 2.33120 0.082
H 2.85123 -7.16476 3.17608 0.077
C -9.00566 3.78137 3.23049 -0.019
C -7.67034 4.32389 2.78452 -0.490
O -7.17020 3.99355 1.73377 0.051
C -6.98543 5.29971 3.71074 -0.018
H -9.38730 3.09556 2.47810 0.082
H -8.89688 3.24770 4.17594 0.086
H -9.71655 4.59856 3.35961 0.087
H -6.79378 4.82786 4.67575 0.087
H -7.61419 6.17836 3.85969 0.088
H -6.03962 5.61268 3.27417 0.078
C 3.60080 -3.74546 -6.67084 -0.019
C 2.99550 -5.12701 -6.62163 -0.505
O 1.86241 -5.33604 -6.98794 0.054
C 3.87024 -6.23625 -6.08940 -0.021
H 2.87128 -3.04465 -7.06931 0.082
H 3.88856 -3.42709 -5.66756 0.083
H 4.48214 -3.74520 -7.31387 0.085
H 4.16675 -6.01692 -5.06239 0.087
H 4.76283 -6.33916 -6.70831 0.084
H 3.31751 -7.17279 -6.10643 0.079


No. 2
101
Properties=species:S:1:pos:R:3:lowdin_charge:R:1 method="wB97M-V/def2-TZVPD" gap_ev=0.6354 lumo_energy_ha=-0.1376 spin_multiplicity=1
C 1.78733 -2.80158 4.22496 -0.243
C 1.96402 -1.84359 3.05769 -0.360
C 0.85882 -0.77073 2.96428 -0.722
Cl 1.67379 0.66524 2.25686 0.639
N -0.30764 -1.03534 2.04496 -0.326
C -1.58373 -0.67516 2.75398 -0.190
C -2.77985 -1.62886 2.94601 -0.695
N -3.20405 -2.21612 1.69255 0.069
N -2.60431 -2.60024 4.01434 0.078
N -3.89934 -0.72222 3.36281 0.047
H 2.54797 -3.57631 4.16116 0.056
H 0.78936 -3.24513 4.24193 -0.223
H 1.88937 -2.25080 5.15991 0.087
H 2.91529 -1.32949 3.09132 -0.011
H 1.95377 -2.42504 2.14945 0.057
H 0.51283 -0.53762 3.96379 0.092
H -2.00872 0.12327 2.15263 0.106
H -1.35347 -0.23232 3.71910 0.110
H -3.79838 -3.01277 1.89577 0.085
H -2.42831 -2.57626 1.15788 -0.009
H -2.63443 -3.55235 3.68523 0.047
H -1.78210 -2.44501 4.57816 0.020
H -4.66813 -1.36927 3.51342 0.073
H -3.63790 -0.45520 4.30826 0.073
C -7.97234 2.72706 -2.40381 -0.145
C -6.47734 2.89423 -2.13042 -0.174
C -5.72411 1.71264 -1.53399 -0.103
N -5.84390 1.42725 -0.04589 -0.250
C -4.78109 0.41364 0.25177 -0.026
C -5.62591 2.64761 0.81918 -0.080
C -7.01139 3.17545 1.14004 -0.141
C -7.85887 1.91085 1.26780 -0.144
C -7.19137 0.86730 0.36699 -0.085
H -8.55109 2.56947 -1.48550 -0.026
H -8.36199 3.63549 -2.87151 0.096
H -8.15273 1.88850 -3.09105 0.088
H -6.30060 3.80391 -1.55742 0.114
H -6.01386 3.07677 -3.10184 0.125
H -4.66225 1.89216 -1.69500 0.132
H -5.98662 0.78601 -2.04304 0.141
H -3.82113 0.86550 0.02009 0.091
H -4.96171 -0.45348 -0.37605 0.089
H -4.81678 0.12943 1.30209 0.067
H -5.13089 2.31453 1.72936 0.140
H -4.98142 3.34968 0.29504 0.146
H -7.38991 3.82155 0.34712 0.102
H -7.01791 3.76786 2.05188 0.128
H -8.90135 2.08477 0.99218 0.091
H -7.86752 1.55753 2.29718 0.122
H -7.75937 0.62231 -0.52828 0.106
H -7.01999 -0.05355 0.91495 0.132
Mg 0.49162 -4.59887 5.14460 0.517
C 5.95526 -0.08017 2.58391 -1.521
Cl 5.36165 0.07556 4.24115 0.535
Cl 7.61411 -0.66668 2.56732 0.558
Cl 4.90392 -1.14998 1.65192 0.578
H 5.93560 0.89813 2.12276 0.022
Cl -2.96051 -0.65826 -2.56801 0.589
C -1.46031 -0.08757 -1.77048 -0.625
C -0.54150 0.48463 -2.80364 -0.674
Cl 0.09273 -0.71734 -3.93301 0.573
H -1.03069 -0.91635 -1.21217 0.059
H -1.72818 0.69849 -1.06313 0.061
H 0.31431 0.96266 -2.32875 0.081
H -1.06615 1.23363 -3.40143 0.027
Cl -0.32698 -2.87347 1.78514 0.662
C -3.77277 1.76392 -5.79457 -0.655
F -4.84419 2.40176 -5.25962 0.069
F -3.66385 0.58802 -5.14416 0.047
F -4.08529 1.47958 -7.06297 0.122
S -2.23137 2.77146 -5.66647 0.426
O -2.09429 2.94995 -4.22565 -0.365
O -2.55339 3.96999 -6.39452 -0.312
O -1.22855 1.93077 -6.26447 -0.309
Li -10.00111 2.06628 -1.90810 0.552
N 9.23031 -0.48069 -2.38124 0.066
C 8.65985 -0.90929 -3.50315 -0.149
C 7.30851 -1.20498 -3.61816 -0.069
C 6.50532 -1.04817 -2.50175 -0.081
C 7.08336 -0.60235 -1.32493 -0.088
C 8.44350 -0.33327 -1.32114 -0.157
H 9.32642 -1.01839 -4.35145 0.107
H 6.89939 -1.54741 -4.55842 0.101
H 5.44582 -1.26764 -2.54892 0.104
H 6.49632 -0.46354 -0.42784 0.033
H 8.93631 0.02183 -0.42159 0.093
C 5.83457 -5.97462 4.90639 0.052
N 4.80674 -5.62261 5.92646 -0.441
O 3.68510 -5.34943 5.53146 -0.041
O 5.15561 -5.63185 7.08309 0.084
H 5.37900 -5.92419 3.92533 0.093
H 6.64346 -5.25688 4.99924 0.102
H 6.17892 -6.98005 5.12585 0.102
C 10.49825 2.34654 -3.97295 -0.127
C 11.25091 3.71172 -3.99743 -0.533
O 12.49704 3.52977 -4.43473 -0.197
H 10.98291 1.63597 -3.30612 0.050
H 9.47122 2.49474 -3.61372 0.055
H 10.44180 1.90763 -4.96946 0.057
H 11.13745 4.12740 -2.96703 0.084
H 10.60305 4.39204 -4.60173 0.085